# 1
A molecular structure, C42H35HgN6O7. Source: the OMol25 dataset; level of theory: ωB97M-V/def2-TZVPD.

Element x y z (Å)
C 4.47690 4.06424 3.25534
C -4.52314 1.75637 -2.11631
H -5.41134 3.36140 1.27382
C -4.12292 1.97994 0.27171
H -0.25768 2.67839 -1.12410
C 0.07378 -1.39103 4.97841
C 0.41408 1.15783 -4.11645
N -2.16047 0.74938 3.11133
H 0.37689 -5.68313 -3.95935
C 4.14646 2.04735 1.95812
H 0.16290 4.45829 -5.02071
C 1.98346 -3.02874 -2.95203
C 4.98872 2.96726 2.58326
H 3.97598 -0.44724 -0.91866
H -2.68698 -2.68712 -1.07416
H 4.27866 -2.87124 -0.47231
H 0.81484 -5.28657 -2.28052
C -5.53819 2.68020 -2.03075
C -5.87820 3.27490 -0.81009
C -0.76132 -5.10872 0.28541
H 0.58439 -0.08138 -5.85437
O 0.65560 1.84207 1.03218
C 0.40102 2.33429 -4.90952
C 2.56802 -0.74700 -2.49382
C 0.18042 -2.91272 0.44320
C -1.85360 -4.55387 -0.36731
C 1.23394 -2.01261 0.90746
O -1.20153 -1.28035 2.50147
C -0.07356 2.58593 -2.18977
O -2.86394 0.44785 -1.08548
H -2.68752 -5.15858 -0.69841
H 2.43439 0.31007 -2.66609
H -6.06550 2.92964 -2.94536
C -2.98691 1.19550 -3.88148
C -1.54218 0.17374 5.80667
C 0.27258 -4.28475 0.68719
C 1.80795 -1.65741 -3.22656
H -0.22615 4.67926 -2.55849
C 3.45101 -1.18348 -1.51517
C -0.00180 -0.88062 7.32999
C -3.77133 1.35027 -0.95930
O 4.69140 1.00689 1.26354
C -0.05736 3.70274 -2.99947
H 6.06326 2.81428 2.52669
N 2.06163 0.01372 1.38929
H 0.52829 -2.11446 -4.69331
C 3.61024 -2.53320 -1.25473
H -2.35111 0.86245 5.60227
C 0.63169 -0.07187 -4.76851
C 1.12816 -5.21569 -3.32491
C 0.11108 1.27510 -2.70003
H -3.96708 2.13467 2.42906
N 1.06171 -0.75116 0.89931
C 3.10521 4.26194 3.29697
H 5.64824 1.10119 1.30111
C 0.56775 -1.56575 6.26355
H 2.15167 -2.43757 1.30795
C 0.16546 3.58336 -4.38089
N -0.87169 -2.39085 -0.18771
C 2.86973 -3.46244 -1.98603
H -0.71939 -6.17430 0.48123
H -3.09611 1.01287 -4.95160
H -2.35839 0.43801 -3.42560
C -0.98226 -0.51790 4.73658
H 0.49102 -1.92055 4.13098
H 1.19838 3.47329 2.67025
H 5.15317 4.76066 3.73771
O 1.22160 -3.87425 -3.73608
C -1.48782 -0.37292 3.31668
C 2.75930 2.22223 2.00909
N -2.52846 0.87123 1.78441
C 2.27355 3.34793 2.66905
Hg -0.99244 0.13669 0.13673
H -2.52285 2.17496 -3.73341
H 2.68455 5.11742 3.81022
O -0.00908 0.22361 -1.97997
C -5.16662 2.91782 0.31315
H 1.13996 -4.67689 1.20347
H -6.67871 4.00244 -0.75471
H 1.40194 -2.23729 6.43422
H 2.98406 -4.51990 -1.78771
C -1.05986 -0.01094 7.09595
C -1.85801 -3.18239 -0.57852
C 1.71999 1.30839 1.40110
H 0.37848 -1.02150 8.33588
N 0.90832 -1.31927 -4.21019
C -3.51072 1.65620 1.55684
H 0.58915 2.22698 -5.97523
H -1.50831 0.52965 7.92242
O -4.31982 1.17314 -3.34708
H 2.07930 -5.74637 -3.44899

Output
LUMO energy (alpha / beta) = 0.153 / 0.153 Eh
HOMO (alpha / beta) = -0.435 / -1.701 eV
Charge = -2
2S+1 = 2
Expectation value of S² = 0.781

# 2
A molecular structure, C14H35CdN3S2 in a non-equilibrium geometry. Source: the OMol25 dataset; level of theory: ωB97M-V/def2-TZVPD.

Element x y z (Å)
C -2.23526 2.50960 -1.33948
H 3.46727 1.04918 1.98030
C -1.92615 0.16102 3.42154
H -2.25768 3.34059 -2.06131
H -4.14373 -1.34069 -1.74218
C 2.97814 0.07318 2.09174
H 1.84658 2.22293 2.70710
C -3.05193 -1.17786 -1.63318
H 2.91605 -1.81851 1.10647
H -0.53022 3.09754 -3.19806
H -2.06510 -0.74122 4.02454
H -2.27122 1.13895 1.58559
H 0.17508 1.68393 2.91948
C -2.91890 1.27860 -1.91720
H 1.22409 -1.08756 4.01982
H -0.35570 1.30912 -3.21589
H 3.41282 -0.46495 2.95272
H 2.36274 1.74973 0.02441
C 2.74657 -1.24647 -1.38629
H -2.61004 -3.28161 -1.34148
H 0.76437 -2.64790 -2.59590
Cd -0.35151 0.10168 0.56923
C -2.43988 -2.32196 -0.83040
H -0.42520 -1.34990 -2.90776
C -0.02417 2.23691 -2.75081
C 2.75913 1.02858 -0.69674
H 1.05142 2.35494 -2.85863
H -2.45725 1.00323 -2.87200
S -0.59966 -2.25693 -0.63044
H -3.39120 0.25748 -0.20354
N 1.54020 0.20331 2.31551
N -2.76151 0.12247 -1.00613
S -0.45687 2.27947 -0.96648
H 1.50816 -1.88736 2.43146
H -2.73818 2.82693 -0.42354
H -1.92640 1.09086 3.99806
H -2.62885 -1.15483 -2.64023
H 2.13212 -2.14655 -1.31267
H 1.40964 1.29009 4.17260
H -0.05206 -1.13152 2.77263
H -2.37714 -0.77143 1.57825
H 4.29603 -0.73423 0.58644
C -0.27219 -2.32892 -2.42808
C 1.03031 -1.04053 2.93329
N 2.44087 -0.34461 -0.28964
C 1.22240 1.40488 3.08748
C -1.98850 0.16059 2.03992
H -2.87203 -2.36748 0.17570
H 3.85583 1.14286 -0.77515
H -0.94287 -3.08758 -2.86558
C 3.22665 -0.78880 0.87311
H 2.58983 -0.74789 -2.35156
H 3.80679 -1.55352 -1.31805
H 2.29936 1.20870 -1.68346
H -3.99105 1.49347 -2.12555

Output
LUMO energy = -0.270 Eh
HOMO = -14.821 eV
Charge = +2

# 3
A molecular structure, C33H54BrIrN7O2PSb in a non-equilibrium geometry. Source: the OMol25 dataset; level of theory: ωB97M-V/def2-TZVPD.

Element x y z (Å)
H 2.03191 -3.68955 -2.08761
H -2.67679 -0.93355 0.06979
H -4.03389 -0.63485 -3.99511
H -0.68629 -2.85895 3.13039
C 0.36701 1.40815 5.11649
N 3.11101 -1.36305 -1.41921
H 7.15881 1.90955 0.23269
H 1.68371 -5.16955 2.38449
H 2.72941 -2.30305 2.69379
C -4.16719 1.81635 -0.51581
H -2.06279 -0.13965 -5.04611
C -3.85669 2.85195 -2.77051
C -1.00299 -2.87115 2.08729
N 2.80551 0.73875 -0.51091
N 4.70491 2.04925 -0.03891
N 6.77031 1.06445 -0.14591
C 0.68801 -4.16475 -0.46501
H -2.62969 -2.94085 -2.45061
C 0.53011 3.69495 1.07379
C -3.46399 -1.23455 -0.62141
H -0.17389 -4.08795 -1.12241
N 1.33181 2.69825 0.71509
C 2.53341 3.00165 0.20899
H 0.40921 2.55535 -4.17821
H -1.14119 1.20425 -5.69881
H 2.81441 -4.60595 3.61169
C -1.77139 0.89115 -4.86791
H 2.34211 6.36605 0.09799
H 0.03541 2.26545 4.55059
Ir 0.62901 0.48055 0.24199
H -0.10069 -0.96325 -3.85061
H 0.66211 0.30095 8.30159
H 1.73101 -1.65775 4.66069
H -1.88489 -1.84575 -3.59841
H -0.97609 -5.02765 1.95609
H 3.92681 4.49795 -0.41171
H -0.38719 3.41095 1.56769
O 1.84441 -0.09055 2.32579
H -4.48119 3.68015 -2.43831
C 1.97621 -4.30755 2.98139
C 0.19011 0.04225 -3.56931
H -3.59249 -2.31145 -0.53711
H -4.50059 2.12425 -3.25581
H -2.54689 -4.34205 2.35409
Sb 0.75311 -2.38835 0.84919
C -1.65139 -4.20075 1.74999
H 0.14151 5.79805 1.12149
C 0.74391 0.30595 7.22719
H -1.71399 -2.05745 1.95279
H 1.61521 -1.64035 7.12499
P -2.03639 0.73465 -1.98151
H 2.83651 -4.31845 -0.64121
C 1.32571 -0.80385 5.18039
H -2.86079 4.01925 -0.35691
Br -0.35439 2.93685 7.41379
H -1.10379 3.20755 -3.57991
C -3.14529 2.25805 -1.56171
H 2.15441 -1.33205 -1.74021
C 0.85481 0.28605 4.46049
C 0.32071 1.40565 6.49829
N 4.96201 -0.15585 -0.84321
C 3.64571 -0.23335 -0.91951
C -0.37389 2.41745 -3.43251
H 3.18281 -3.43245 1.42409
H -5.00759 -0.04905 -2.64421
H 7.35181 0.26735 -0.33571
C -2.13489 -1.97485 -2.55031
H -1.62159 2.77645 -0.14831
H 3.75701 -1.99725 -1.86241
O -0.24569 0.57525 2.40239
C -2.24719 3.28645 -0.87841
H 0.08411 2.51505 -2.44681
H -3.15779 3.24215 -3.50381
H -4.80979 -1.77225 -2.91001
H -4.39789 -0.77605 -0.31971
H -1.22659 -1.98065 -1.94431
C 2.94481 4.31255 -0.00951
H -4.91409 1.14925 -0.93131
H 0.93961 0.38185 -4.28271
N -0.98089 0.54535 -0.83111
H 0.52501 -5.00145 0.20479
C 1.26001 -0.79215 6.56169
C 5.45721 0.97805 -0.33981
H 0.64361 0.02835 -2.57471
C -3.07379 -0.87695 -2.05771
H -1.61259 3.82585 -1.57091
C 2.07041 5.34035 0.28789
C 0.82991 0.26025 2.96809
C 2.38001 -3.14215 2.09979
H 1.93771 -5.39835 -1.69371
C 3.40621 1.87285 -0.11831
C -4.30059 -0.81135 -2.95771
C 0.84181 5.02465 0.85389
H -3.67109 1.33605 0.32469
H -1.94809 -4.24325 0.70429
C -0.98429 1.02245 -3.57301
H 1.14941 -4.04005 3.63729
H -4.69549 2.68975 -0.13511
H -2.66449 1.50675 -4.87051
C 1.94971 -4.39665 -1.26691

Output
LUMO energy (alpha / beta) = -0.100 / -0.122 Eh
HOMO (alpha / beta) = -9.431 / -10.790 eV
Charge = +1
2S+1 = 5
Expectation value of S² = 6.019

# 4
A molecular structure, C33H49ClMoO4P4S in a non-equilibrium geometry. Source: the OMol25 dataset; level of theory: ωB97M-V/def2-TZVPD.

Element x y z (Å)
H -3.42026 1.14753 -0.43468
C 1.69088 -1.43158 -5.19595
C -0.33592 0.30290 -2.33114
H 2.98136 2.66584 -3.75335
H -0.71187 0.02776 -7.15326
C -0.11966 4.23732 -7.85046
C -1.92235 -1.43273 -1.81568
H -4.45059 -4.11987 -0.66285
H 0.36168 2.62938 1.99970
O -2.76396 -1.95930 2.12373
C -0.09329 1.48031 -1.77424
C 0.83418 3.29660 -7.49965
P 1.74841 -1.72140 -0.07214
C -1.31020 3.82572 -5.79386
H 2.66336 -2.29946 -2.23001
H 4.24886 -0.08364 -6.80431
H -2.67050 -4.43988 -0.64153
H -0.49348 3.88891 -0.44970
C -3.04281 1.23910 0.59136
H 3.13080 -0.55285 1.52223
C 1.28816 -2.76408 -5.33230
O -2.57937 0.30833 -3.34522
H 2.49265 -1.16649 -4.49483
H 3.16901 -2.33663 1.73478
H -0.73647 -2.31620 4.98377
Mo 0.08812 0.15148 -0.35997
C -1.42710 -0.51571 -2.91457
S -1.78891 -1.39426 3.06827
O -0.46532 -1.13569 2.43879
H -2.38024 -2.99915 4.72152
C -0.47594 -2.10251 -6.85612
H 1.81286 -3.54908 -4.77726
C 3.39286 1.43487 -5.53534
H -5.42706 -2.46558 -3.03640
H -3.66327 1.94933 1.14354
H 1.72993 -4.05794 0.32759
H -2.20548 -3.08755 -4.25449
H -2.14248 4.06307 -5.12550
H -0.46803 1.19931 2.67476
C 0.95614 -3.33233 0.06274
C -3.44752 -3.66132 -0.65094
C 5.74408 1.31549 -6.13992
H 7.05791 2.79741 -5.25191
H 0.48826 -3.59254 -0.89316
C 3.72571 2.35337 -4.49760
C -0.60859 2.14581 2.14654
H -1.00594 -3.54410 3.70449
H 0.19357 -3.28574 0.84691
C 0.66497 2.51184 -6.33453
H -1.94320 5.26684 -7.29870
H -2.06879 -4.47372 -3.13891
C 0.24785 -3.10989 -6.20657
H 1.68786 3.10774 -8.14957
C -1.19979 4.51786 -7.00356
H -4.48510 -0.90267 -3.09285
C -0.12041 -0.76597 -6.69366
C -0.39391 2.82434 -5.44284
C 1.05663 -0.42550 -5.97604
H -5.20067 -1.45028 -1.55522
C -4.74535 -1.78867 -2.49604
H 0.02732 -4.16210 -6.41473
H -1.99706 3.36476 -1.22926
H 5.30913 3.54162 -3.63862
O -2.28893 -0.25613 3.83905
H -0.00929 4.73036 -8.81036
H -1.05162 -1.11269 -3.76506
C -1.44346 -2.70118 4.24577
H -3.65176 -4.12845 -3.93602
H -1.29255 2.78669 2.70730
C 4.46113 0.79664 -6.20250
H -3.10699 0.26164 1.07661
H -2.45935 0.57287 -4.26578
H -2.05796 4.18174 0.33491
H 6.50016 0.91444 -6.80622
P 1.81589 1.14140 -6.38468
P -3.22101 -2.64595 -2.11365
P -1.36021 1.85206 0.55831
H 1.75113 -1.40898 2.30004
C -2.74154 -3.68282 -3.50168
C -1.48697 3.46759 -0.26430
H 0.11908 2.50056 -2.00584
H -1.71405 -2.03572 0.19152
H -3.35426 -3.08760 0.28016
H 3.59011 -0.97383 -1.43630
H -1.29937 -2.35895 -7.52233
H 3.77827 -2.66151 -0.87276
Cl 2.08618 1.39883 0.10106
C 3.07181 -1.92796 -1.28082
C -1.35334 -1.36550 -0.58946
C 2.53432 -1.47056 1.53545
C 5.04761 2.80823 -4.39788
C 6.05384 2.35505 -5.26115
H -0.49301 2.32120 -4.47738

Output
LUMO energy (alpha / beta) = -0.205 / -0.305 Eh
HOMO (alpha / beta) = -12.922 / -13.062 eV
Charge = +2
2S+1 = 3
Expectation value of S² = 2.029

# 5
A single C5H10O molecule in a non-equilibrium geometry. Source: the OMol25 dataset; level of theory: ωB97M-V/def2-TZVPD.

Element x y z (Å)
H -0.09093 0.16023 1.57345
C 1.37970 -0.54739 0.08285
C -2.48227 -0.30978 0.42863
H 2.02733 -1.03778 0.81523
H -3.07865 0.23682 -0.30864
O 0.97990 1.60963 -1.01034
H -1.02781 -1.12785 -1.01306
H 1.37718 -1.17475 -0.81831
H -3.00122 -1.25493 0.62730
H -2.46789 0.27299 1.35543
C -1.10233 -0.57669 -0.07733
C 1.93454 0.81681 -0.27073
H 0.56997 1.17702 -1.77815
C 0.00217 -0.35499 0.61986
H 2.13560 1.40907 0.63180
H 2.84470 0.70159 -0.85800

Output
LUMO energy = 0.041 Eh
HOMO = -9.209 eV
Structure (SMILES) = C/C=C/CCO

# 6
A molecular structure, C35H47BN11O2SiTl. Source: the OMol25 dataset; level of theory: ωB97M-V/def2-TZVPD.

Element x y z (Å)
Tl 0.04413 -0.29695 0.11185
C -0.02756 0.05539 -4.40208
H -2.97190 -2.40970 -4.99933
H -0.77463 2.58492 -5.23956
H -4.61488 3.37004 -0.30660
C -2.70678 0.92845 -1.22490
H -4.51734 -2.45646 1.37200
C -1.71751 -1.71246 4.25761
C 2.02758 -3.18817 6.14490
H -0.07200 3.69317 -2.58606
C 2.94105 -2.13252 5.92087
H 4.79134 -1.17484 -1.62245
H 1.84089 0.88067 -5.03718
N -0.83450 -1.59356 3.24372
C -1.71282 -1.48061 -3.52995
H -0.20245 3.08154 0.53042
H 1.76743 2.83517 -3.80149
C -2.15552 -1.71900 -4.82924
C 0.21674 3.01543 -5.12588
C 4.78753 0.57908 -0.42455
H 0.81381 2.81800 -6.01288
C 1.42666 -3.22527 0.22984
C 0.01045 2.08627 2.41145
H 0.27488 -2.95994 -1.55396
H -0.88562 2.11383 -2.79872
N 0.93803 -2.14044 0.83543
C 4.75125 2.63632 0.90429
H 5.02767 2.26397 1.89061
H 0.62744 2.22411 -1.85531
H -3.33909 -1.71642 0.27513
H 0.14053 4.08579 -4.95341
H -0.00954 0.26534 -6.54535
C -5.20114 2.52101 -0.66253
N 2.50032 -1.32417 4.97331
C -5.23640 0.07978 -2.55894
C 2.19221 -3.16684 2.30053
C -3.81513 -1.63153 1.25036
C 1.00451 -2.95439 5.26565
C -0.49972 -0.20010 -5.69633
H -5.54423 -0.54412 -1.71749
C 4.21617 -0.39117 -1.15656
H -4.38585 -0.70087 1.26672
C -0.70048 3.02395 1.49546
N 0.86453 2.38408 -3.94652
N 1.29282 -1.81838 4.58177
H -5.43066 1.88659 0.19521
C -1.55490 -1.07364 -5.90485
H -3.91091 -1.88035 4.25337
H 5.85641 0.62198 -0.25984
H 1.84433 -3.69834 -1.81446
H 0.54440 -4.64223 -1.06437
N 0.85626 0.21996 3.15678
H -3.29485 2.06532 -4.18224
N 0.29502 0.82812 2.07867
C 4.25132 -1.88596 6.59495
C 2.24971 -3.89900 1.13490
C 0.42088 2.31150 3.72861
C 2.77393 -0.40075 -1.26821
H 2.64951 -3.35316 3.25794
H 1.34249 0.81228 5.11104
C -0.67147 -0.60557 -3.38418
Si -4.28149 1.56462 -1.96487
H -2.19060 -1.95018 -2.67917
C 1.17941 0.91450 -4.17192
H 2.78524 -4.81662 0.96550
H -1.90080 -1.26786 -6.91081
H 0.34177 3.23000 4.28330
H -6.14320 2.90498 -1.05965
H 5.64486 2.96010 0.37345
N 2.07619 0.58098 -0.60735
N -1.49587 -1.52736 2.06091
N 4.07152 1.59345 0.14058
H -4.66521 3.12655 -3.85038
C 0.06985 2.62087 -2.70212
N 1.38991 -2.10555 2.11977
C -2.78785 -1.64742 2.33429
H 2.10973 -3.99106 6.85750
H -4.62232 -0.52817 -3.22623
H 4.22843 -2.23454 7.62642
C -1.69624 0.47310 -0.73556
O 2.13664 -1.23400 -1.92085
H -3.11169 3.45041 -3.08250
O 2.06731 2.66110 0.30323
H 4.48737 -0.82349 6.58823
C 2.68908 1.66388 -0.03048
H -1.39258 -1.74286 5.28397
H -0.71830 4.01970 1.93421
C -3.78774 2.65442 -3.40358
C 1.00005 -3.65356 -1.13138
H 4.07125 3.47335 1.01700
C -2.98145 -1.76730 3.72222
H 5.05786 -2.41392 6.08341
B 0.68382 -1.31758 3.29330
C 0.93298 1.10732 4.16120
H 1.71494 0.57193 -3.28988
H -6.13477 0.37946 -3.10244
H 0.10773 -3.51811 5.06816
H -1.73016 2.69370 1.34455

Output
LUMO energy (alpha / beta) = -0.088 / -0.114 Eh
HOMO (alpha / beta) = -10.735 / -10.735 eV
Charge = +1
2S+1 = 2
Expectation value of S² = 0.760